{
  "formula": "C30H73BaO16",
  "method": "the ωB97M-V functional and the def2-TZVPD basis",
  "multiplicity": 1,
  "homo_lumo_gap_ev": 8.27,
  "de_lowest_kj_mol": 163.3,
  "total_charge": 1,
  "largest_force_ev_per_a": 2.6,
  "symbols": ["Ba", "C", "C", "O", "O", "H", "H", "H", "C", "O", "C", "C", "O", "C", "H", "H", "H", "H", "H", "H", "H", "H", "H", "H", "C", "O", "C", "C", "O", "C", "H", "H", "H", "H", "H", "H", "H", "H", "H", "H", "C", "O", "C", "C", "O", "C", "H", "H", "H", "H", "H", "H", "H", "H", "H", "H", "C", "O", "C", "C", "O", "C", "H", "H", "H", "H", "H", "H", "H", "H", "H", "H", "C", "O", "C", "C", "O", "C", "H", "H", "H", "H", "H", "H", "H", "H", "H", "H", "C", "O", "C", "C", "O", "C", "H", "H", "H", "H", "H", "H", "H", "H", "H", "H", "C", "O", "C", "C", "O", "C", "H", "H", "H", "H", "H", "H", "H", "H", "H", "H"],
  "coordinates": [[-2.441, 2.177, -1.935], [0.062, -0.549, 1.047], [-0.781, 0.311, 0.108], [-1.505, 1.243, 0.525], [-0.879, -0.089, -1.073], [1.077, -0.626, 0.657], [-0.408, -1.532, 1.062], [0.090, -0.182, 2.073], [4.710, -1.403, 3.672], [4.194, -2.414, 2.822], [2.829, -2.128, 2.390], [2.405, -3.252, 1.474], [1.971, -4.383, 2.296], [1.079, -5.168, 1.615], [5.765, -1.636, 3.818], [4.208, -1.426, 4.639], [4.610, -0.443, 3.165], [2.805, -1.192, 1.833], [2.105, -2.139, 3.205], [3.255, -3.661, 0.927], [1.621, -2.908, 0.799], [1.352, -5.285, 0.567], [0.101, -4.687, 1.660], [0.833, -6.122, 2.082], [1.293, 2.602, -2.063], [0.176, 3.439, -1.733], [0.277, 3.934, -0.357], [-0.753, 4.921, 0.034], [-2.035, 4.376, -0.360], [-3.024, 5.427, -0.143], [2.262, 3.101, -2.051], [1.220, 2.307, -3.109], [1.275, 1.634, -1.562], [1.225, 4.435, -0.165], [0.298, 3.156, 0.406], [-0.511, 5.888, -0.407], [-0.800, 5.175, 1.093], [-3.032, 5.737, 0.902], [-4.029, 5.032, -0.292], [-2.868, 6.358, -0.688], [-4.430, 2.961, 1.315], [-4.484, 2.391, 0.044], [-5.602, 1.499, -0.121], [-5.553, 0.817, -1.551], [-4.298, 0.267, -1.964], [-3.889, -0.974, -1.328], [-5.248, 3.631, 1.579], [-3.467, 3.472, 1.333], [-4.437, 2.167, 2.062], [-6.523, 2.078, -0.052], [-5.558, 0.686, 0.604], [-5.878, 1.649, -2.177], [-6.415, 0.151, -1.591], [-3.726, -0.790, -0.267], [-2.976, -1.375, -1.768], [-4.614, -1.778, -1.456], [-1.763, 5.360, -3.764], [-1.605, 3.980, -3.856], [-0.664, 3.572, -4.878], [-0.980, 2.052, -5.236], [-0.975, 1.197, -4.097], [-1.377, -0.151, -4.443], [-0.800, 5.856, -3.645], [-2.295, 5.610, -2.845], [-2.386, 5.736, -4.576], [0.277, 3.778, -4.368], [-0.784, 4.152, -5.793], [-0.177, 1.791, -5.924], [-1.980, 2.044, -5.669], [-1.720, -0.642, -3.533], [-0.655, -0.728, -5.021], [-2.282, -0.240, -5.044], [2.058, -7.843, -0.780], [1.872, -6.640, -1.555], [3.029, -5.880, -1.943], [2.744, -4.543, -2.673], [1.953, -3.587, -1.912], [1.792, -2.388, -2.555], [1.176, -8.323, -0.357], [2.720, -7.711, 0.076], [2.492, -8.686, -1.320], [3.632, -6.483, -2.622], [3.627, -5.667, -1.057], [2.241, -4.778, -3.610], [3.742, -4.184, -2.925], [2.703, -1.879, -2.869], [1.165, -1.675, -2.019], [1.182, -2.585, -3.436], [6.187, 2.656, 1.313], [5.105, 3.442, 0.882], [4.122, 2.676, 0.198], [3.410, 1.559, 0.901], [2.458, 1.969, 1.895], [3.034, 2.561, 3.034], [5.836, 2.057, 2.153], [7.045, 3.223, 1.675], [6.616, 2.129, 0.461], [4.482, 2.435, -0.802], [3.414, 3.487, 0.028], [4.097, 0.850, 1.364], [2.961, 0.950, 0.116], [3.770, 3.324, 2.781], [3.581, 1.730, 3.478], [2.415, 2.863, 3.878], [-0.866, -2.177, 4.984], [-2.267, -2.420, 5.003], [-3.072, -1.398, 4.477], [-3.379, -1.449, 2.959], [-4.003, -2.633, 2.588], [-3.039, -3.590, 2.082], [-0.490, -1.997, 3.977], [-0.357, -3.024, 5.445], [-0.618, -1.306, 5.591], [-2.505, -0.488, 4.674], [-4.006, -1.413, 5.038], [-2.476, -1.197, 2.403], [-4.064, -0.673, 2.619], [-2.707, -3.220, 1.113], [-3.503, -4.533, 1.790], [-2.081, -3.792, 2.560]],
  "forces_ev_per_angstrom": [[1.0, -0.4, 0.9], [-0.1, 0.6, 0.1], [-0.9, -0.9, 0.5], [0.0, 1.0, 0.5], [0.5, 0.0, -1.5], [-0.1, -0.1, 0.0], [0.2, -0.1, -0.2], [0.0, 0.2, -0.1], [0.0, -0.7, -0.5], [-1.3, 0.4, -0.2], [1.3, -1.2, -0.3], [0.2, -1.2, 1.0], [1.1, 1.4, 0.5], [-1.7, -0.2, -0.7], [0.0, 0.1, 0.0], [-0.1, 0.3, 0.1], [0.0, 0.3, 0.3], [0.1, 0.3, 0.2], [0.2, 0.4, 0.4], [0.1, 0.5, -0.4], [-0.1, -0.2, 0.0], [0.0, -0.3, -0.1], [-0.5, 0.4, -0.5], [0.9, -0.2, 0.2], [-0.1, -0.4, -1.0], [0.4, 0.4, 1.5], [1.4, -0.7, 0.7], [-0.9, 0.0, -0.8], [-0.6, 2.5, 0.1], [-0.3, -0.5, 0.7], [-0.1, 0.2, 0.8], [-0.5, 0.2, -0.1], [0.1, 0.2, 0.6], [0.4, 0.1, -0.6], [-0.3, -0.8, -0.5], [-0.6, 0.2, -0.8], [0.4, -0.7, 0.3], [0.3, -0.2, 0.3], [0.2, -0.1, -0.5], [0.3, -0.3, -0.6], [0.8, -0.2, 1.0], [-1.0, -0.7, -1.4], [1.1, -0.9, -1.1], [-0.5, 1.4, 1.5], [-0.7, -0.2, 0.0], [-0.4, -0.2, 0.4], [-0.2, 0.2, -0.5], [-0.2, 0.0, 0.4], [0.2, -0.1, 0.2], [-0.2, -0.2, 0.1], [0.0, 0.3, 0.5], [0.8, -0.1, -0.9], [0.3, -0.6, 0.0], [0.1, -0.1, 0.0], [0.1, 0.7, -0.1], [-0.5, 0.3, 0.0], [-0.2, 0.8, 0.6], [-0.6, -1.0, -0.8], [-1.0, -1.4, 1.3], [0.8, 2.0, 0.7], [-0.3, -0.4, -0.6], [-0.8, -0.2, 0.2], [0.1, 0.2, -0.5], [-0.1, -0.3, 0.1], [0.4, 0.2, -0.3], [0.5, -0.4, -0.7], [0.0, 0.1, 0.0], [-0.3, -0.4, -0.3], [0.1, -0.1, -0.4], [0.9, -0.1, 0.3], [0.5, 0.2, 0.5], [-0.2, 0.9, -0.4], [1.1, 0.0, -0.1], [-0.6, -0.2, 0.1], [-0.6, -0.1, 0.8], [-1.0, -0.7, 0.7], [1.5, -2.0, 0.8], [-1.0, 0.8, -1.4], [-0.7, 1.0, -0.4], [0.2, 0.5, 0.1], [0.3, 0.3, -0.7], [0.2, 0.0, -0.2], [0.1, 0.0, 0.2], [-0.3, 0.2, -0.2], [0.1, 0.5, 0.1], [0.4, -0.1, 0.1], [0.2, -0.2, 0.7], [0.1, 0.2, -0.7], [0.4, 0.0, 0.1], [0.4, 0.0, 0.2], [-0.3, 2.2, -0.1], [0.3, -0.3, 0.9], [-1.2, 0.4, -1.4], [1.9, -1.2, 0.6], [0.4, -0.6, -0.2], [-0.5, 0.7, 0.1], [-0.2, -0.8, 0.1], [0.3, -0.7, 0.0], [-0.6, -0.3, -0.2], [0.4, 0.0, 0.2], [-0.8, 0.2, 0.2], [-0.3, 0.3, 0.0], [0.7, 0.0, 0.5], [-1.0, 0.2, -0.9], [-0.4, 0.1, 0.1], [0.3, -1.0, -0.2], [0.2, 0.7, -0.3], [0.2, 0.6, 0.7], [1.3, -2.0, -0.3], [-0.3, 0.3, -1.7], [0.1, -0.2, -0.2], [-0.2, -0.1, -0.3], [-0.1, 0.3, 0.1], [-0.5, 0.7, 0.0], [0.0, 0.0, 0.0], [0.4, -0.5, -0.3], [-0.2, 0.5, 0.7], [0.1, 0.4, -0.4], [-0.4, 0.1, 0.7], [-0.5, 0.3, 1.2]]
}